Entry from the Open Molecules 2025 dataset: an isolated molecule of C2H3NOS in a non-equilibrium geometry (ωB97M-V with the def2-TZVPD basis set).

Geometry as XYZ:
```
8
Properties=species:S:1:pos:R:3:forces:R:3:nbo_charge:R:1
C -1.562631 -0.556539 0.054771 2.44 0.56 -1.55 0.503
C 1.096744 0.179048 -0.011786 -0.74 0.82 -2.17 -0.443
N -0.252293 0.267680 -0.662234 -1.63 -1.93 0.59 -0.557
O -1.977736 -1.658281 0.026640 0.16 0.91 0.34 -0.478
S -1.490863 1.088964 0.355435 -0.36 0.03 0.38 0.363
H 1.662832 -0.701211 -0.396966 -0.59 0.61 0.51 0.219
H 1.549475 1.117749 -0.396478 0.34 -0.65 0.44 0.204
H 0.974473 0.262590 1.030621 0.40 -0.36 1.47 0.188
```
Positions in Å, forces in eV/Å.

The total charge is 0. Its total energy is -606.0962 Eh. The LUMO energy is 0.12 eV. As for the SMILES: CN1SC1=O. For the relative energy (zero: lowest compared OMol25 entry of this formula, charge and spin), the calculation gives 239.4 kJ/mol. The value obtained for the HOMO-LUMO gap is 9.316 eV.

Entry from the Open Molecules 2025 dataset: an isolated molecule of C3H7NO2 in a non-equilibrium geometry (ωB97M-V with the def2-TZVPD basis set).

Geometry as XYZ:
```
13
Properties=species:S:1:pos:R:3:forces:R:3:nbo_charge:R:1
O -1.178979 2.882127 0.598577 0.37 -0.06 -1.43 -0.527
C -0.644603 2.016852 -0.074695 -1.37 0.68 5.09 0.426
C -0.389573 0.681933 0.582863 -0.94 0.93 -1.33 -0.339
N -0.246729 -0.244772 -0.546613 1.32 -0.19 1.03 -0.691
C 0.865544 -1.154848 -0.325399 0.15 0.60 -1.30 0.081
O 0.600367 -2.181246 0.626020 0.13 -0.56 -0.91 -0.730
H -0.299431 2.095704 -1.031030 0.86 0.74 -3.17 0.118
H -1.370532 0.539494 1.093282 1.27 -0.28 0.75 0.223
H 0.580363 0.893884 1.190383 -1.89 -1.16 -0.73 0.240
H -1.119954 -0.530301 -1.038895 1.34 -0.04 0.96 0.391
H 1.184999 -1.428657 -1.390746 -0.18 -0.64 1.65 0.168
H 1.723468 -0.596494 0.157684 -1.07 -0.32 -0.83 0.171
H 0.295055 -2.973675 0.158575 0.02 0.29 0.24 0.470
```
Positions in Å, forces in eV/Å.

The total charge is 0. Its total energy is -323.6764 Eh. The LUMO energy is 0.78 eV. As for the SMILES: O=CCNCO. For the relative energy (zero: lowest compared OMol25 entry of this formula, charge and spin), the calculation gives 274.5 kJ/mol. The value obtained for the HOMO-LUMO gap is 9.960 eV.

Entry from the Open Molecules 2025 dataset: a cluster of 2 separate species, C3H12N2O2 in total in a non-equilibrium geometry (ωB97M-V with the def2-TZVPD basis set).

Geometry as XYZ:
```
19
Properties=species:S:1:pos:R:3:forces:R:3:nbo_charge:R:1
N -0.947109 -0.043355 -1.731770 -0.40 -0.16 0.67 -0.840
C -0.285288 0.303138 -0.445415 1.15 0.11 -2.50 -0.107
C 0.732376 1.448628 -0.742500 0.00 0.17 2.11 -0.083
O 1.977218 1.283341 -0.051442 0.32 0.04 -0.26 -0.732
C 0.360687 -0.984494 0.077140 -1.12 -0.58 0.10 -0.227
N -0.675193 -2.005821 0.241112 1.27 -0.51 0.52 -0.848
H -0.257104 -0.382462 -2.390238 0.02 0.17 -0.13 0.344
H -1.407666 0.770560 -2.114851 0.03 -0.01 -0.18 0.355
H -1.058677 0.656455 0.218743 -0.10 -0.09 0.23 0.209
H 0.360447 2.338231 -0.225964 -0.20 0.21 -0.49 0.175
H 0.845770 1.681366 -1.800116 0.12 -0.28 -0.10 0.165
H 2.548534 0.644814 -0.489837 -0.20 -0.03 -0.08 0.465
H 0.894529 -0.853873 1.009836 -0.06 0.23 0.15 0.204
H 1.093786 -1.426117 -0.599280 0.10 0.36 -0.41 0.178
H -1.420031 -1.677197 0.831191 -0.28 -0.04 -0.28 0.372
H -0.949844 -2.390586 -0.647174 -0.51 0.29 0.13 0.365
H -1.146017 -0.072240 3.303056 -0.51 -0.44 -0.48 0.473
H -0.264416 0.617939 2.392984 -0.04 -0.11 -0.72 0.472
O -1.008428 -0.004207 2.339782 0.40 0.69 1.73 -0.939
```
Positions in Å, forces in eV/Å.

The total charge is 0. Its total energy is -381.4543 Eh. The LUMO energy is 0.62 eV. As for the SMILES: NC[C@H](N)CO.O. For the relative energy (zero: lowest compared OMol25 entry of this formula, charge and spin), the calculation gives 159.2 kJ/mol. The value obtained for the HOMO-LUMO gap is 9.049 eV.

Entry from the Open Molecules 2025 dataset: an isolated molecule of CFP in a non-equilibrium geometry (ωB97M-V with the def2-TZVPD basis set).

Geometry as XYZ:
```
3
Properties=species:S:1:pos:R:3:forces:R:3:nbo_charge:R:1
F 0.386479 -0.139396 1.454363 -0.91 0.54 -3.67 -0.312
P -0.440068 0.108507 -1.595306 2.29 -0.31 7.99 0.268
C 0.053589 0.030889 0.140943 -1.38 -0.23 -4.32 0.044
```
Positions in Å, forces in eV/Å.

The total charge is 0. Its total energy is -479.1805 Eh. The LUMO energy is -0.27 eV. As for the SMILES: FC#P. For the relative energy (zero: lowest compared OMol25 entry of this formula, charge and spin), the calculation gives 0.0 kJ/mol. The value obtained for the HOMO-LUMO gap is 9.290 eV.

Entry from the Open Molecules 2025 dataset: an isolated molecule of C2H2ClFO2 in a non-equilibrium geometry (ωB97M-V with the def2-TZVPD basis set).

Geometry as XYZ:
```
8
Properties=species:S:1:pos:R:3:forces:R:3:nbo_charge:R:1
C 0.002123 1.104562 -0.072929 -0.40 1.24 -1.59 0.720
C -0.377803 -0.249226 0.550343 0.87 -0.55 -0.26 0.107
H 1.788352 0.756386 0.633279 -1.17 1.41 -1.52 0.509
H -1.332997 -0.227743 1.062509 0.13 0.04 0.19 0.221
O 1.308172 1.405797 -0.000242 0.75 -1.48 1.61 -0.654
O -0.766306 1.835366 -0.668448 0.81 -1.55 1.25 -0.529
F 0.670180 -0.573207 1.439106 -1.20 -0.13 -0.53 -0.355
Cl -0.503990 -1.554771 -0.715454 0.21 1.03 0.85 -0.020
```
Positions in Å, forces in eV/Å.

The total charge is 0. Its total energy is -787.9480 Eh. The LUMO energy is 0.31 eV. As for the SMILES: O=C(O)[C@H](F)Cl. For the relative energy (zero: lowest compared OMol25 entry of this formula, charge and spin), the calculation gives 19.3 kJ/mol. The value obtained for the HOMO-LUMO gap is 11.484 eV.

Entry from the Open Molecules 2025 dataset: a structure of composition C27H28F7FeN5O5S3Se2 in a non-equilibrium geometry (ωB97M-V with the def2-TZVPD basis set).

Geometry as XYZ:
```
78
Properties=species:S:1:pos:R:3:forces:R:3:mulliken_charge:R:1
Fe 0.159500 -0.408500 -0.362300 0.29 -0.25 -0.12 2.205
F -4.079500 -3.910300 0.236400 0.02 0.18 0.00 -0.219
C -3.500900 -3.452100 -0.864100 -0.09 -0.42 -0.12 0.497
F -4.280400 -3.730800 -1.899500 -0.06 0.34 -0.03 -0.213
F -2.347000 -4.094500 -1.051500 0.11 0.01 0.08 -0.198
S -3.178200 -1.597400 -0.751400 0.01 -0.85 -0.44 0.887
O -1.790400 -1.493900 -1.191600 0.59 -0.16 0.03 -0.563
O -4.148700 -0.975100 -1.576200 -0.47 -0.16 0.23 -0.583
N -3.318900 -1.230500 0.767000 0.00 -0.08 0.35 -0.416
S -2.054200 -1.617500 1.621100 -0.68 -0.35 0.80 1.074
O -0.986100 -0.642000 1.561400 0.82 0.74 -0.44 -0.174
O -1.623500 -2.969000 1.441100 0.00 -0.59 0.44 -0.786
C -2.696600 -1.336000 3.360500 -0.07 0.33 0.21 0.371
F -3.667300 -2.147000 3.734900 0.16 -0.16 -0.46 -0.189
F -3.140800 -0.083500 3.397200 -0.10 0.16 -0.06 -0.192
F -1.689700 -1.440900 4.226300 0.08 -0.20 -0.38 -0.183
Se -0.712700 0.734700 -3.091700 0.04 -0.32 -0.49 0.008
Se 0.833300 2.300900 -2.345700 0.24 0.57 0.03 0.000
C 2.359900 1.134900 -2.179300 -0.18 -0.16 -0.14 0.383
C 3.647800 1.617400 -2.379100 -0.33 0.13 -0.09 -0.732
C 4.694700 0.714700 -2.344500 -0.16 -0.17 0.06 -0.423
C 4.414100 -0.626500 -2.118700 -0.03 0.17 -0.07 -0.750
C 3.097300 -1.008500 -1.914000 0.43 -0.27 -0.14 -0.545
N 2.093100 -0.139400 -1.933600 -0.58 0.15 0.57 -0.052
C -2.159900 1.214100 -1.943400 0.09 0.57 -0.19 -0.055
C -3.407400 1.540400 -2.438500 0.30 0.13 -0.12 -0.873
C -4.389000 1.889500 -1.524900 0.12 0.07 0.26 -0.475
C -4.068500 1.914500 -0.177000 0.01 0.18 -0.22 -1.000
C -2.783500 1.569100 0.211300 -0.11 0.39 0.17 -0.395
N -1.846000 1.218000 -0.658000 0.48 -0.40 0.20 0.663
H 3.800100 2.665200 -2.584100 0.08 0.10 -0.06 0.457
H 5.706300 1.049600 -2.514900 0.10 0.03 0.00 0.468
H 5.197700 -1.365700 -2.116500 0.08 -0.11 0.01 0.502
H 2.821700 -2.040700 -1.739400 0.09 0.01 0.09 0.639
H -3.600000 1.505900 -3.498800 -0.02 0.05 -0.08 0.499
H -5.382400 2.140700 -1.863200 -0.08 0.02 -0.02 0.448
H -4.793400 2.206700 0.565000 -0.07 -0.03 0.09 0.510
H -2.467700 1.605100 1.243500 -0.11 -0.10 0.12 0.647
C 6.826900 -2.141700 5.066700 0.04 -0.02 0.06 -1.477
C 5.944000 -1.517000 4.036100 0.01 0.06 -0.18 0.922
C 6.480200 -0.869500 2.926800 -0.10 -0.02 0.15 -0.746
C 5.651100 -0.249900 2.007700 -0.19 0.12 -0.13 -0.650
C 4.277400 -0.269800 2.198200 -0.03 0.18 -0.56 0.269
C 3.721100 -0.950300 3.268900 -0.18 0.05 -0.02 -0.346
C 4.558300 -1.567200 4.181000 0.01 0.08 -0.12 -0.710
S 3.284700 0.729900 1.054800 0.73 0.42 1.22 0.430
C 3.050700 2.103000 2.252000 -0.04 -0.23 -0.62 -1.093
O 1.940500 0.072800 0.935500 -1.33 -0.56 -0.19 -0.805
H 7.859700 -2.181800 4.732500 0.07 -0.03 0.01 0.367
H 6.491200 -3.149400 5.297100 0.03 -0.11 0.05 0.372
H 6.788700 -1.564300 5.989900 0.04 0.01 0.07 0.316
H 7.552400 -0.836700 2.793500 0.05 -0.01 -0.03 0.341
H 6.063000 0.263500 1.150800 0.10 0.05 -0.09 0.429
H 2.647200 -0.990600 3.383700 -0.12 0.02 0.05 0.448
H 4.141100 -2.082800 5.033300 -0.10 -0.07 0.06 0.427
H 2.605400 1.717700 3.162600 -0.07 -0.16 0.05 0.423
H 2.397400 2.846700 1.802500 0.00 -0.02 -0.08 0.241
H 4.023000 2.535700 2.462500 0.20 -0.04 -0.03 0.563
F -0.807900 7.204200 4.270200 0.02 -0.09 -0.07 -0.320
C -0.636500 6.030400 3.642900 0.04 -0.20 -0.08 0.348
C -0.429900 4.883500 4.404200 -0.08 0.37 0.05 -0.551
C -0.263000 3.682000 3.768200 0.00 -0.06 -0.37 -0.680
C -0.285800 3.588000 2.346600 -0.09 0.66 0.40 1.649
C -0.098400 2.382300 1.705100 0.02 -0.41 -0.30 -1.424
C -0.499800 4.791600 1.612700 0.07 -0.37 0.21 -0.589
C -0.673000 5.991500 2.251600 -0.05 0.22 0.30 -0.580
H -0.412900 4.960200 5.480000 -0.01 0.03 0.11 0.454
H -0.116300 2.782400 4.345800 0.03 -0.13 0.09 0.398
H -0.104300 2.327200 0.629400 0.03 0.09 -0.15 -0.012
H 0.028000 1.455200 2.234000 0.05 -0.09 0.24 0.400
H -0.532500 4.736500 0.535400 0.00 0.04 -0.16 0.452
H -0.845000 6.904400 1.705500 -0.01 0.13 -0.07 0.459
N 1.802500 -3.512100 -0.578900 0.22 -0.22 -0.02 -0.749
N 0.571500 -2.788400 -0.452200 -0.45 0.65 0.10 -0.305
H 1.630200 -4.497700 -0.782500 -0.07 0.24 0.28 0.250
H 2.314700 -3.447400 0.296900 -0.16 0.02 -0.13 0.207
H 0.006000 -3.095700 0.346200 0.16 -0.17 -0.33 0.368
H 0.016200 -2.978900 -1.286100 0.12 0.06 0.18 0.262
```
Positions in Å, forces in eV/Å.

The total charge is +1. Its total energy is -9655.5742 Eh. The LUMO energy (spin up / spin down) is -2.98 / -3.06 eV. Its expectation value of S² is 8.799. For the relative energy (zero: lowest compared OMol25 entry of this formula, charge and spin), the calculation gives 0.0 kJ/mol. The value obtained for the HOMO-LUMO gap (spin up / spin down) is 6.373 / 8.016 eV. As for the spin multiplicity: 6.

Entry from the Open Molecules 2025 dataset: a cluster of 3 separate species, C4H16N2O2 in total in a non-equilibrium geometry (ωB97M-V with the def2-TZVPD basis set).

Geometry as XYZ:
```
24
Properties=species:S:1:pos:R:3:forces:R:3:nbo_charge:R:1
N 0.985008 1.224057 -0.609155 0.87 0.41 -1.33 -0.887
C -2.629374 0.077095 -0.759675 -0.86 -1.34 0.16 -0.619
C -1.475701 1.007691 -0.443884 -0.42 0.04 -0.38 -0.407
C -0.174864 0.480082 -1.015255 0.76 -1.57 0.87 -0.030
C -0.176925 0.273541 -2.555727 0.20 0.14 0.53 -0.230
N -0.612354 -1.089934 -2.856605 -1.30 0.02 -0.36 -0.848
H 1.302273 1.501137 0.300113 -0.66 -0.20 0.19 0.387
H 1.405394 1.732533 -1.366787 0.17 0.18 0.28 0.366
H -2.367019 -0.948067 -0.410885 -0.31 0.59 -0.05 0.205
H -3.579606 0.367302 -0.301202 0.27 0.09 0.42 0.205
H -2.934413 -0.092228 -1.802883 0.74 0.47 0.00 0.218
H -1.305467 1.015395 0.642954 -0.32 0.30 -0.19 0.200
H -1.711997 2.020303 -0.793820 0.30 0.02 0.12 0.196
H -0.114447 -0.549736 -0.557983 0.12 0.57 -0.46 0.155
H -0.862401 1.103822 -2.865010 0.34 -1.10 -0.70 0.193
H 0.805887 0.339435 -3.059288 -0.11 1.05 0.73 0.180
H -0.748492 -1.233312 -3.850039 0.01 0.08 0.05 0.357
H 0.046656 -1.789458 -2.544756 0.19 0.24 0.14 0.358
H -0.993839 -4.827331 3.391479 -0.22 -0.23 0.08 0.464
H -0.673854 -3.931895 2.250867 -0.17 0.02 -0.29 0.465
O -1.312895 -4.605988 2.510355 0.40 0.21 0.21 -0.928
H 4.475345 2.230864 4.767162 0.14 0.17 -0.26 0.467
H 4.315165 3.732620 4.750512 -0.01 0.19 -0.02 0.467
O 4.691675 3.013099 4.238290 -0.13 -0.37 0.28 -0.933
```
Positions in Å, forces in eV/Å.

The total charge is 0. Its total energy is -421.9487 Eh. The LUMO energy is 0.75 eV. As for the SMILES: CC[C@H](N)CN.O.O. For the relative energy (zero: lowest compared OMol25 entry of this formula, charge and spin), the calculation gives 112.2 kJ/mol. The value obtained for the HOMO-LUMO gap is 9.254 eV.

Entry from the Open Molecules 2025 dataset: an isolated molecule of C7H16Si2 in a non-equilibrium geometry (ωB97M-V with the def2-TZVPD basis set).

Geometry as XYZ:
```
25
Properties=species:S:1:pos:R:3:forces:R:3:nbo_charge:R:1
C -0.767448 1.351750 0.585224 1.03 -1.35 -1.15 -0.617
C -1.304718 0.008406 0.760632 1.52 -2.03 1.60 -0.882
C -1.526083 2.132016 -0.453687 0.78 3.38 -1.26 -0.819
C 1.699124 2.435543 -1.641523 -2.61 -0.23 4.33 -1.029
C -0.071855 -0.079457 -2.217882 -2.87 0.95 2.55 -1.105
C 1.440681 -1.236443 1.715446 -1.85 1.59 1.30 -1.096
C -1.265117 -3.025025 1.752784 -1.24 0.68 -4.69 -1.104
Si 0.089050 1.428454 -1.125593 0.52 0.42 -0.10 1.408
Si -0.446112 -1.357479 1.432527 -0.60 0.21 0.24 1.426
H -0.205071 1.637683 1.448699 -0.24 1.37 0.32 0.246
H -2.297774 -0.134510 0.466287 -1.57 -0.33 -0.29 0.219
H -1.529950 3.279225 -0.412250 0.01 -1.68 0.25 0.237
H -2.448283 1.797964 -0.925703 -0.05 -0.38 0.68 0.239
H 2.503648 1.888032 -1.122003 -0.05 0.98 -0.31 0.240
H 1.688326 2.344303 -2.644761 0.46 -0.18 -3.42 0.218
H 1.368977 3.456003 -1.332236 1.27 -0.56 -0.05 0.240
H -0.853551 -0.674619 -1.627401 1.25 0.27 -1.36 0.261
H -0.431930 0.320195 -3.126011 -0.86 0.14 -1.19 0.234
H 0.827857 -0.519291 -2.427141 2.21 -1.61 -0.15 0.227
H 1.919177 -2.013120 2.291889 0.01 -0.06 0.23 0.247
H 1.759938 -1.256700 0.714970 1.04 0.13 -1.37 0.236
H 1.581109 -0.192511 2.149487 0.23 -1.41 -0.51 0.248
H -1.111714 -3.524235 2.613428 0.67 -1.33 3.17 0.233
H -2.355947 -3.073862 1.500386 0.70 0.63 0.55 0.253
H -0.912261 -3.710069 0.936408 0.23 0.40 0.62 0.239
```
Positions in Å, forces in eV/Å.

The total charge is 0. Its total energy is -855.1686 Eh. The LUMO energy is 0.68 eV. As for the SMILES: C[Si](C)=C[C@@H]1C[Si]1(C)C. For the relative energy (zero: lowest compared OMol25 entry of this formula, charge and spin), the calculation gives 176.7 kJ/mol. The value obtained for the HOMO-LUMO gap is 7.158 eV.

Number 1: molar mass 89.1 g mol⁻¹. Number 2: molar mass 89.1 g mol⁻¹. Number 3: molar mass 108.1 g mol⁻¹. Number 4: molar mass 62.0 g mol⁻¹. Number 5: molar mass 112.5 g mol⁻¹. Number 6: molar mass 945.5 g mol⁻¹. Number 7: molar mass 124.2 g mol⁻¹. Number 8: molar mass 156.4 g mol⁻¹.